No. 1
{"formula": "C5H10ClPS", "method": "wB97M-V/def2-TZVPD", "symbols": ["C", "C", "C", "C", "C", "P", "S", "Cl", "H", "H", "H", "H", "H", "H", "H", "H", "H", "H"], "xyz": [[2.12938, -2.37399, 1.24480], [-0.14741, 0.82504, -1.30196], [-0.44693, -0.50759, -1.84307], [-0.61668, 0.89653, 0.18540], [-0.88435, 2.30833, 0.73216], [0.77948, -1.66927, 0.47955], [0.60872, 0.18958, 1.41510], [-0.68434, -2.86309, 1.11792], [1.94548, -3.49425, 1.47727], [3.04518, -1.94213, 1.10545], [0.86470, 1.07855, -1.23173], [-0.87369, 1.56898, -1.91059], [-1.41734, -0.96764, -1.86740], [-0.04056, -1.03549, -2.63173], [-1.50765, 0.24576, 0.44991], [-0.02300, 2.78379, 1.05972], [-1.53122, 2.13433, 1.60946], [-1.19975, 2.82257, -0.09025]], "mulliken_charge": [-0.79, -0.11, -1.22, 0.02, -1.47, 0.51, -0.17, -0.26, 0.22, 0.33, 0.30, 0.32, 0.37, 0.41, 0.35, 0.39, 0.36, 0.44], "fmax_ev_per_a": 4.18, "relative_energy_ev": 4.032, "e_lumo_ev": [0.361, -0.593]}

---

No. 2
{"formula": "C5H10CoO3", "method": "wB97M-V/def2-TZVPD", "symbols": ["O", "C", "C", "O", "C", "C", "O", "C", "Co", "H", "H", "H", "H", "H", "H", "H", "H", "H", "H"], "xyz": [[2.61547, 1.46550, -0.12132], [3.15623, 0.34534, 0.02033], [2.34759, -0.81957, -0.02518], [1.05749, -0.54110, -0.04518], [0.01919, -1.52400, -0.22192], [-1.23663, -0.86862, 0.30212], [-1.25797, 0.46960, -0.18444], [-2.52479, 1.11104, -0.04613], [0.50844, 1.50350, -0.21114], [4.24482, 0.24160, 0.11227], [2.68444, -1.85349, 0.04720], [0.26089, -2.43372, 0.33802], [-0.04492, -1.73691, -1.29538], [-1.25281, -0.85520, 1.40210], [-2.11322, -1.42103, -0.06369], [-2.40667, 2.13902, -0.40354], [-3.27292, 0.58485, -0.65384], [-2.83243, 1.11529, 1.00912], [0.04779, 3.07790, 0.04060]], "mulliken_charge": [-0.55, 0.20, -0.02, -0.29, -0.50, -0.31, -0.30, -0.69, 0.74, 0.45, 0.42, 0.42, 0.35, 0.37, 0.38, 0.29, 0.29, 0.37, 0.39], "multiplicity": 6, "fmax_ev_per_a": 1.46, "total_charge": 2, "relative_energy_ev": 0.000, "e_lumo_ev": [-7.771, -12.878]}

---

No. 3
{"formula": "C5H10FN2", "method": "wB97M-V/def2-TZVPD", "symbols": ["C", "C", "C", "C", "C", "N", "N", "F", "H", "H", "H", "H", "H", "H", "H", "H", "H", "H"], "xyz": [[-3.00704, 0.06737, -0.03463], [-0.05274, 1.04053, 0.80674], [0.28474, -1.53354, 0.77499], [0.67761, -0.09648, -1.30692], [0.18056, -0.20435, 0.09073], [-2.04097, -0.36439, -0.73116], [-2.65118, 1.10844, -0.69793], [-3.69242, -0.24548, 0.97447], [-0.75372, 1.62618, 0.25408], [-0.46185, 1.01019, 1.79351], [0.96461, 1.60291, 1.08993], [1.21976, -1.63655, 1.21338], [0.15945, -2.24245, 0.02295], [-0.49615, -1.72545, 1.46209], [1.06017, 0.91729, -1.63007], [1.48262, -0.92726, -1.48922], [0.08644, -0.25938, -2.14570], [-3.14890, 1.41312, -1.52431]], "mulliken_charge": [0.69, -1.43, -1.49, -1.19, 1.34, -0.39, -0.32, -0.17, 0.51, 0.38, 0.34, 0.44, 0.49, 0.40, 0.36, 0.37, 0.39, 0.27], "fmax_ev_per_a": 3.65, "total_charge": 1, "relative_energy_ev": 6.003, "e_lumo_ev": [-5.481, -5.480]}

---

No. 4
{"formula": "C5H10FN2", "method": "wB97M-V/def2-TZVPD", "symbols": ["C", "C", "C", "C", "C", "N", "N", "F", "H", "H", "H", "H", "H", "H", "H", "H", "H", "H"], "xyz": [[0.53320, -1.22502, 0.14643], [1.42685, -0.36614, -0.30706], [-2.25101, -0.61823, 0.11309], [2.83980, -0.86689, -0.12164], [1.16574, 1.01820, -0.67014], [-3.09321, -0.86026, 1.09778], [-2.68009, -0.19766, -1.01670], [0.35923, -2.47662, 0.30129], [3.49418, -0.30945, -0.68444], [3.12634, -0.69985, 0.87078], [3.11624, -1.99222, -0.35689], [1.42957, 1.31928, -1.62482], [1.76673, 1.70758, -0.11052], [0.18689, 1.50526, -0.46043], [-2.81113, -1.17813, 2.00447], [-4.02088, -0.68343, 0.88572], [-2.14996, 0.06430, -1.86116], [-3.60982, -0.11381, -1.30588]], "mulliken_charge": [0.35, 0.81, 0.08, -1.35, -1.32, -0.29, -0.25, -0.11, 0.40, 0.37, 0.35, 0.42, 0.39, 0.32, 0.22, 0.18, 0.25, 0.18], "fmax_ev_per_a": 3.76, "total_charge": 1, "relative_energy_ev": 5.462, "e_lumo_ev": [-5.525, -5.521]}

---

No. 5
{"formula": "C5H10FNO", "method": "wB97M-V/def2-TZVPD", "symbols": ["C", "C", "C", "C", "C", "H", "H", "H", "H", "H", "H", "H", "H", "H", "H", "N", "O", "F"], "xyz": [[2.31273, 0.12001, 0.75593], [1.42410, 0.27474, -0.49556], [-0.01193, 0.62176, -0.10432], [-0.90713, -0.53445, 0.37830], [-1.66893, -1.12204, -0.82966], [1.98896, -0.77367, 1.28385], [2.25750, 1.01408, 1.38844], [3.38899, 0.01731, 0.49527], [1.45338, -0.63880, -1.10806], [1.82615, 1.08091, -1.14405], [-2.11635, 1.37110, 0.65774], [-0.32579, -1.32516, 0.92100], [-2.40861, -0.39126, -1.26045], [-2.18163, -2.03946, -0.53376], [-0.99297, -1.37729, -1.64781], [-0.45925, 1.81871, -0.26762], [-1.76189, 2.06355, 0.08844], [-1.81734, -0.18004, 1.42233]], "mulliken_charge": [-1.09, -0.45, 0.57, 0.19, -1.10, 0.29, 0.31, 0.35, 0.24, 0.35, 0.41, 0.23, 0.27, 0.37, 0.33, -0.51, -0.36, -0.40], "fmax_ev_per_a": 1.45, "smiles": "CC/C(=N/O)[C@H](C)F", "relative_energy_ev": 1.499, "e_lumo_ev": 0.888}

---

No. 6
{"formula": "C5H10FNO", "method": "wB97M-V/def2-TZVPD", "symbols": ["C", "C", "C", "C", "C", "H", "H", "H", "H", "H", "H", "H", "H", "H", "H", "N", "O", "F"], "xyz": [[-2.47948, -0.79978, 0.12173], [-0.31685, -0.09354, -0.51098], [0.65728, -0.97477, 0.37486], [1.33282, 0.30977, 0.84992], [0.74047, 1.04060, -0.36699], [-2.09794, -1.70301, 0.59604], [-3.35747, -0.45177, 0.68187], [-2.72892, -1.04553, -0.92582], [-0.49264, -0.42236, -1.55789], [0.15646, -1.54778, 1.15531], [1.18305, -2.50192, -0.91005], [2.31998, -2.05021, 0.18277], [2.41256, 0.33937, 0.94095], [0.87794, 0.76254, 1.73352], [1.36070, 1.09293, -1.27107], [1.59627, -1.68005, -0.46143], [-1.47792, 0.24750, 0.14999], [0.15670, 2.26827, -0.15631]], "mulliken_charge": [-0.72, -0.30, 0.31, -1.02, 0.05, 0.28, 0.25, 0.30, 0.47, 0.37, 0.22, 0.25, 0.36, 0.27, 0.31, -0.71, -0.36, -0.34], "fmax_ev_per_a": 1.55, "smiles": "CO[C@@H]1[C@@H](N)C[C@@H]1F", "relative_energy_ev": 1.054, "e_lumo_ev": 0.912}

---

No. 7
{"formula": "C5H10FNO4S", "method": "wB97M-V/def2-TZVPD", "symbols": ["C", "C", "O", "C", "N", "C", "C", "O", "S", "O", "O", "F", "H", "H", "H", "H", "H", "H", "H", "H", "H", "H"], "xyz": [[2.64113, 0.08428, 0.68010], [1.79654, -0.41705, -0.65297], [2.43488, 0.27141, -1.82352], [0.22116, 0.14067, -0.65302], [-0.55580, -0.25849, 0.58256], [-1.38817, 0.91052, 1.11231], [-2.34094, 1.61549, -0.03331], [-3.66199, 1.78181, 0.11897], [-1.52097, -1.69577, 0.34644], [-2.70898, -1.53352, -0.63199], [-2.12803, -2.22696, 1.70269], [-0.57497, -3.02931, -0.27452], [2.87308, -0.81568, 1.39128], [2.15542, 0.99149, 1.23762], [3.68522, 0.47042, 0.26692], [1.82483, -1.57856, -0.79309], [1.82440, 0.13706, -2.63053], [-0.30564, -0.26128, -1.62166], [0.32752, 1.32054, -0.79278], [-2.13455, 0.46835, 1.93044], [-0.60163, 1.65746, 1.60055], [-1.86251, 1.96712, -1.06251]], "mulliken_charge": [-0.96, 0.35, -0.56, -1.05, 0.11, -0.49, 0.23, -0.47, 1.13, -0.52, -0.55, -0.29, 0.25, 0.20, 0.32, 0.26, 0.32, 0.47, 0.36, 0.32, 0.32, 0.25], "fmax_ev_per_a": 8.70, "smiles": "C[C@H](O)CN(CC=O)S(=O)(=O)F", "relative_energy_ev": 5.615, "e_lumo_ev": -1.375}

---

No. 8
{"formula": "C5H10FNS2", "method": "wB97M-V/def2-TZVPD", "symbols": ["C", "C", "C", "C", "C", "H", "H", "H", "H", "H", "H", "H", "H", "H", "H", "N", "F", "S", "S"], "xyz": [[1.05089, -1.49263, -1.94675], [-0.27936, -1.20341, -1.44246], [0.85859, -1.51843, -0.45897], [-1.51831, 2.55934, 0.82052], [0.76817, 1.09072, 0.62996], [1.54748, -0.69930, -2.45938], [-0.68044, -0.19596, -1.57135], [-1.04532, -1.91676, -1.40071], [1.30344, -0.70800, 0.15220], [0.71767, -2.47457, 0.08120], [-1.82997, 3.66504, 0.48666], [-2.62647, 2.11014, 1.09337], [-0.95509, 2.57228, 1.73422], [1.69461, 1.25276, 0.09450], [-0.30703, -0.92346, 3.04875], [0.68820, 0.31373, 1.65211], [1.29805, -2.68440, -2.57010], [-0.40311, 1.79095, -0.37661], [-0.82179, -0.37422, 1.91992]], "mulliken_charge": [0.26, -0.48, -0.62, -0.86, -0.25, 0.31, 0.14, 0.26, 0.28, 0.24, 0.29, 0.26, 0.36, 0.47, 0.17, -0.41, -0.32, -0.03, -0.07], "fmax_ev_per_a": 4.11, "smiles": "CS/C=N\\S.FC1CC1", "e_lumo_ev": 0.108}

---

No. 9
{"formula": "C5H10HoOP", "method": "wB97M-V/def2-TZVPD", "symbols": ["C", "C", "C", "C", "C", "Ho", "P", "H", "H", "H", "H", "H", "H", "H", "H", "O", "H", "H"], "xyz": [[1.35387, -0.98339, -0.50407], [1.57701, -1.65571, -1.67201], [0.33437, -1.96386, -2.36509], [-0.76548, -1.50318, -1.67893], [-0.45185, -0.80562, -0.39950], [0.54731, 0.78706, 2.56740], [-0.17358, 3.17054, 1.45041], [2.03202, -0.58491, 0.26939], [2.55175, -1.94368, -2.06975], [0.32660, -2.49915, -3.31502], [-0.67739, 0.27336, -0.35817], [-1.80445, -1.61244, -1.99644], [-1.47127, 3.36458, 0.83503], [0.64649, 3.69766, 0.37408], [-0.17057, 4.35015, 2.29423], [-1.12164, -0.18522, 2.88071], [-1.94826, -0.60692, 3.16161], [-0.78493, -1.29926, 0.52611]], "mulliken_charge": [0.15, -0.63, -0.26, -0.51, -0.33, 0.27, -0.27, 0.00, 0.36, 0.38, 0.22, 0.35, 0.13, 0.13, 0.14, -0.69, 0.18, 0.36], "multiplicity": 5, "fmax_ev_per_a": 4.42, "relative_energy_ev": 1.141, "e_lumo_ev": [0.599, 0.083]}

---

No. 10
{"formula": "C5H10I2NO2", "method": "wB97M-V/def2-TZVPD", "symbols": ["C", "C", "I", "C", "I", "N", "C", "C", "O", "H", "H", "H", "H", "H", "H", "H", "H", "O", "H", "H"], "xyz": [[3.03415, -0.06844, -0.86734], [1.63452, 0.08581, -0.34632], [1.09313, 2.01201, 0.26642], [0.76924, -0.91684, -0.24995], [1.19062, -2.84814, -0.83913], [-0.59443, -0.80124, 0.31289], [-1.70318, -0.66386, -0.71062], [-2.19160, 0.77061, -0.88718], [-2.72684, 1.09022, -1.89875], [3.57391, -0.80598, -0.26378], [3.58253, 0.87070, -0.84327], [3.01106, -0.42887, -1.90084], [-0.63060, -0.01803, 0.98090], [-0.76329, -1.64963, 0.86027], [-1.33852, -1.05343, -1.66173], [-2.54716, -1.27371, -0.37597], [-2.07024, 1.45907, -0.02733], [-1.45593, 1.26031, 2.75252], [-0.78948, 1.47420, 2.09494], [-1.07790, 1.50524, 3.60426]], "mulliken_charge": [-1.41, 0.36, 0.17, -0.29, 0.26, 0.13, -0.24, -0.06, -0.39, 0.38, 0.41, 0.38, -0.16, 0.43, 0.25, 0.42, 0.46, -0.59, 0.18, 0.31], "fmax_ev_per_a": 0.73, "total_charge": 1, "e_lumo_ev": -3.948}

---

No. 11
{"formula": "C5H10INO3S", "method": "wB97M-V/def2-TZVPD", "symbols": ["C", "C", "C", "C", "C", "N", "O", "O", "O", "S", "I", "H", "H", "H", "H", "H", "H", "H", "H", "H", "H"], "xyz": [[-0.39005, 2.14566, -0.01596], [-0.70579, 1.90180, -1.48931], [0.17604, 1.04402, 2.19553], [1.12776, -2.63492, -1.33620], [-0.26614, 0.83332, 0.76232], [0.74198, -0.18660, -0.11610], [-0.42144, 3.24550, 0.51367], [2.11724, -2.08340, 1.06758], [-0.39034, -2.15792, 0.89889], [0.88067, -1.86663, 0.33539], [2.55912, 0.56657, -0.44363], [0.26556, 1.57483, -1.85489], [-1.65412, 1.28415, -1.63243], [-0.95492, 2.94046, -1.95785], [1.20108, 0.57834, 2.45670], [0.23831, 2.12490, 2.42903], [-0.56353, 0.55633, 2.91245], [0.22274, -2.61135, -1.89320], [2.02103, -2.02880, -1.79268], [1.23936, -3.79536, -1.18366], [-1.21473, 0.35435, 0.58673]], "mulliken_charge": [0.39, -0.92, -1.14, -0.82, 0.36, -0.51, -0.56, -0.56, -0.62, 1.10, 0.16, 0.25, 0.29, 0.29, 0.26, 0.40, 0.25, 0.33, 0.26, 0.33, 0.45], "fmax_ev_per_a": 2.99, "relative_energy_ev": 1.913, "e_lumo_ev": -0.323}

---

No. 12
{"formula": "C5H10IP", "method": "wB97M-V/def2-TZVPD", "symbols": ["C", "C", "C", "C", "C", "P", "I", "H", "H", "H", "H", "H", "H", "H", "H", "H", "H"], "xyz": [[-0.43140, -1.77480, 1.02265], [-1.41561, -0.54702, 1.10008], [0.13000, -1.67560, -0.36811], [-1.09333, 0.27419, -0.25180], [-0.16209, -0.58413, -0.98497], [2.02185, 2.12474, -0.43508], [0.48587, 0.11615, -2.83521], [0.26947, -1.78914, 1.81888], [-1.17360, -2.72016, 1.16172], [-2.45379, -0.92269, 1.27986], [-1.30573, 0.02402, 2.02511], [2.90645, 2.87519, 0.36401], [0.90977, -2.49621, -0.63141], [-2.07941, 0.43178, -0.60416], [-0.56522, 1.19686, -0.17756], [1.09639, 3.08443, -0.90423], [2.86036, 2.38237, -1.57976]], "mulliken_charge": [-0.46, -0.67, -0.21, -0.34, -0.27, -0.15, 0.11, 0.32, 0.21, 0.30, 0.30, 0.06, 0.29, 0.27, 0.12, 0.08, 0.05], "fmax_ev_per_a": 5.30, "smiles": "IC1=CCCC1.P", "relative_energy_ev": 1.226, "e_lumo_ev": 0.574}

---

Repeat the eleventh record exactly.
{"formula": "C5H10INO3S", "method": "wB97M-V/def2-TZVPD", "symbols": ["C", "C", "C", "C", "C", "N", "O", "O", "O", "S", "I", "H", "H", "H", "H", "H", "H", "H", "H", "H", "H"], "xyz": [[-0.39005, 2.14566, -0.01596], [-0.70579, 1.90180, -1.48931], [0.17604, 1.04402, 2.19553], [1.12776, -2.63492, -1.33620], [-0.26614, 0.83332, 0.76232], [0.74198, -0.18660, -0.11610], [-0.42144, 3.24550, 0.51367], [2.11724, -2.08340, 1.06758], [-0.39034, -2.15792, 0.89889], [0.88067, -1.86663, 0.33539], [2.55912, 0.56657, -0.44363], [0.26556, 1.57483, -1.85489], [-1.65412, 1.28415, -1.63243], [-0.95492, 2.94046, -1.95785], [1.20108, 0.57834, 2.45670], [0.23831, 2.12490, 2.42903], [-0.56353, 0.55633, 2.91245], [0.22274, -2.61135, -1.89320], [2.02103, -2.02880, -1.79268], [1.23936, -3.79536, -1.18366], [-1.21473, 0.35435, 0.58673]], "mulliken_charge": [0.39, -0.92, -1.14, -0.82, 0.36, -0.51, -0.56, -0.56, -0.62, 1.10, 0.16, 0.25, 0.29, 0.29, 0.26, 0.40, 0.25, 0.33, 0.26, 0.33, 0.45], "fmax_ev_per_a": 2.99, "relative_energy_ev": 1.913, "e_lumo_ev": -0.323}